Entry 1:
ORCA calculation (ωB97M-V/def2-TZVPD) on C14H23N2PSn as an isolated structure.

Properties
E in eV: -32986.7166
E_HOMO in eV: -4.42
F_max in eV/A: 3.341
Frontier orbital gap in eV: 4.94

The geometry in ORCA input format:
```
! RIJCOSX wB97M-V def2-TZVPD def2/J DEFGRID3
* xyz 0 1
C -2.86 0.22 -4.23
C -2.65 -0.99 -3.58
C -1.89 -1.05 -2.40
C -1.35 0.12 -1.89
C -1.53 1.35 -2.55
C -2.32 1.40 -3.71
C -1.74 -2.38 -1.71
C -0.32 -2.91 -1.44
N 0.74 -1.86 -1.25
Sn -0.15 -0.01 -0.08
C -0.83 2.60 -2.07
P 0.77 2.10 -1.28
H -3.06 -1.92 -3.99
H -2.48 2.36 -4.21
H -3.46 0.26 -5.14
H -1.42 3.17 -1.33
H -0.59 3.28 -2.90
H -2.28 -2.37 -0.75
H -2.22 -3.14 -2.33
H -0.34 -3.53 -0.53
C 1.38 3.50 -0.31
C 1.82 2.05 -2.77
H 0.03 -3.54 -2.27
C 1.32 -1.49 -2.56
C 1.82 -2.42 -0.40
H -0.81 0.20 1.50
H 1.72 -2.41 -3.03
H 0.56 -1.06 -3.22
H 2.14 -0.76 -2.44
H 2.34 -3.23 -0.94
H 2.55 -1.64 -0.14
H 1.40 -2.83 0.53
H 1.89 3.07 -3.17
H 2.82 1.69 -2.50
H 1.40 1.39 -3.54
H 1.49 4.39 -0.95
H 0.69 3.72 0.52
H 2.36 3.23 0.10
H 2.02 -0.08 3.23
N 0.00 -0.30 4.20
C 1.05 -0.19 3.71
*
```

Löwdin atomic charge list, values in e, 6 entries: -0.080, -0.047, -0.280, -0.282, -0.324, -0.053

***

Entry 2:
ORCA calculation (ωB97M-V/def2-TZVPD) on one molecule with the formula C4H8O.

Properties
E in eV: -6324.1336
Energy above the lowest of the compared OMol25 structures with the same formula, charge and spin in kJ/mol: 99.8
Structure (SMILES): CC1(O)CC1
E_HOMO in eV: -9.68
F_max in eV/A: 0.344
Frontier orbital gap in eV: 10.71

The geometry in ORCA input format:
```
! RIJCOSX wB97M-V def2-TZVPD def2/J DEFGRID3
* xyz 0 1
C 1.20 0.39 -0.76
C -0.17 -0.02 -0.26
O -1.05 -0.36 -1.31
C -0.83 0.42 1.02
C -0.21 -0.95 0.90
H 1.79 0.93 -0.02
H 1.15 0.99 -1.67
H 1.73 -0.54 -1.01
H -1.22 0.46 -1.81
H -0.36 1.14 1.69
H -1.92 0.45 1.01
H 0.74 -1.10 1.39
H -0.84 -1.83 0.82
*
```

Löwdin atomic charge list, values in e, 6 entries: -0.021, -0.585, -0.004, -0.069, -0.090, 0.084

***

Entry 3:
ORCA calculation (ωB97M-V/def2-TZVPD) on one molecule with the formula C9H10.

Properties
E in eV: -9487.8162
Energy above the lowest of the compared OMol25 structures with the same formula, charge and spin in kJ/mol: 540.9
E_HOMO in eV: -8.53
F_max in eV/A: 3.448
Frontier orbital gap in eV: 8.77

The geometry in ORCA input format:
```
! RIJCOSX wB97M-V def2-TZVPD def2/J DEFGRID3
* xyz 0 1
C 2.09 0.85 0.75
C 2.82 0.09 -0.13
C -1.72 0.46 0.10
C -0.93 0.13 -1.22
C -0.76 1.13 1.10
C 0.50 0.38 -1.04
C 0.73 0.89 0.34
C 1.36 -0.51 -0.20
C 1.01 -1.76 0.54
H -2.60 1.22 -0.15
H -2.21 -0.51 0.54
H -1.12 -0.79 -1.64
H -1.29 0.85 -2.01
H -0.83 2.22 1.03
H -1.08 0.90 2.15
H 1.06 0.77 -1.91
H 1.01 -2.45 -0.35
H 0.05 -1.81 1.02
H 1.91 -2.06 1.09
*
```

Löwdin atomic charge list, values in e, 6 entries: 0.037, 0.063, -0.189, -0.155, -0.083, -0.198